Record 1
Computed, not measured: a molecular structure, C28H62Ca3N2O12P2 at a distorted geometry, with ωB97M-V/def2-TZVPD.

Values from the calculation:
HOMO energy: -5.678 eV
E_LUMO: -0.4 eV

Each line ends with the Löwdin charge.
Positions of all 109 atoms, in Å:
Ca1 -3.29311 1.18239 0.07840  1.37
Ca2 -0.66870 -2.49011 -0.37164  1.49
Ca3 -3.45322 -1.06971 2.71785  1.50
P1 -5.66300 0.37915 1.34058  -0.02
O1 -5.41527 1.57406 0.37796  -0.51
O2 -5.06385 0.43653 2.78633  -0.56
O3 -4.54753 -0.54383 0.78935  -0.65
O4 -6.85979 -0.60091 1.06308  -0.43
P2 -1.36774 -0.50912 0.99603  -0.15
O5 -1.87806 -0.49023 -0.44763  -0.53
O6 0.15690 -0.73523 0.88484  -0.42
O7 -1.95725 -1.88592 1.31518  -0.60
O8 -2.09829 0.53175 1.82126  -0.51
C1 5.23990 -0.72083 -0.40930  -0.14
C2 4.53298 -0.29384 0.84842  -0.17
C3 3.85160 -1.52745 1.41258  -0.18
O9 4.52744 -2.59958 0.73811  -0.16
C4 5.62521 -2.13853 -0.04278  -0.20
H1 6.07525 -0.09540 -0.72414  0.12
H2 4.57725 -0.70937 -1.27468  0.10
H3 3.82467 0.50884 0.64321  0.10
H4 5.18012 0.07593 1.64376  0.11
H5 2.80265 -1.46845 1.12218  0.10
H6 4.07359 -1.60429 2.47697  0.12
H7 5.80051 -2.88901 -0.81359  0.11
H8 6.55740 -2.30657 0.49656  0.11
C5 -2.21753 4.54479 3.20262  -0.15
C6 -3.61003 4.92862 2.72399  -0.15
C7 -4.03577 3.72177 1.94285  -0.22
O10 -2.87117 3.23593 1.32135  -0.25
C8 -1.80936 3.40550 2.25314  -0.20
H9 -2.27682 4.27034 4.25584  0.11
H10 -1.45934 5.32613 3.15021  0.11
H11 -3.57265 5.83726 2.12310  0.11
H12 -4.22758 5.12006 3.60153  0.12
H13 -4.78089 3.88746 1.16475  0.12
H14 -4.51461 2.94253 2.53581  0.11
H15 -0.87569 3.68534 1.76524  0.10
H16 -1.55320 2.54294 2.86833  0.11
C9 1.71641 -5.73723 1.77294  -0.13
C10 0.25899 -5.93930 2.21433  -0.12
C11 -0.41632 -4.63989 1.73966  -0.19
O11 0.46800 -4.04796 0.80761  -0.30
C12 1.78190 -4.35405 1.17709  -0.20
H17 1.89695 -6.38613 0.91595  0.11
H18 2.45322 -5.94592 2.54861  0.12
H19 -0.01172 -6.14366 3.25021  0.12
H20 -0.11706 -6.79075 1.64712  0.11
H21 -0.65568 -3.97553 2.56999  0.12
H22 -1.30565 -4.87904 1.15657  0.13
H23 2.19788 -3.62334 1.87071  0.12
H24 2.44788 -4.31097 0.31528  0.11
C13 3.38704 2.46019 2.73048  -0.17
C14 1.94551 2.00867 2.49483  -0.14
C15 1.69358 0.75007 3.37721  -0.15
O12 3.03973 0.38054 3.67786  -0.18
C16 3.81699 1.55495 3.82937  -0.22
H25 3.41565 3.50845 3.02786  0.11
H26 4.02360 2.47712 1.84583  0.10
H27 1.82104 1.73339 1.44754  0.08
H28 1.18940 2.78067 2.63769  0.09
H29 1.27973 -0.15880 2.94044  0.10
H30 1.18410 1.00978 4.30515  0.11
H31 4.85447 1.23648 3.72772  0.12
H32 3.68704 1.99161 4.81960  0.12
C17 1.26039 -5.02600 -2.35997  -0.07
C18 1.73074 -3.56244 -2.36297  -0.22
N1 0.67719 -2.47850 -2.40899  -0.28
C19 -0.01457 -2.55817 -3.68747  -0.25
C20 -1.17723 -1.58154 -3.84251  -0.06
C21 1.29624 -1.17195 -2.09605  -0.26
C22 2.22757 -0.62697 -3.16494  -0.07
H33 0.92135 -5.34662 -3.34504  0.07
H34 0.48031 -5.22449 -1.62500  0.07
H35 2.06272 -5.72741 -2.13106  0.08
H36 2.25829 -3.39199 -1.42450  0.09
H37 2.46927 -3.38800 -3.14543  0.11
H38 0.74267 -2.47490 -4.46704  0.12
H39 -0.47633 -3.54371 -3.74743  0.11
H40 -1.87600 -1.51863 -3.00832  0.07
H41 -0.76767 -0.62666 -4.17199  0.07
H42 -1.84591 -1.90884 -4.63864  0.08
H43 1.89008 -1.21569 -1.18307  0.10
H44 0.50454 -0.44448 -1.91683  0.09
H45 2.58223 0.37682 -2.93100  0.09
H46 1.62860 -0.51718 -4.06897  0.07
H47 2.99608 -1.36718 -3.38758  0.07
C23 -0.06952 2.53952 -0.85206  -0.07
C24 -1.24684 3.42783 -1.18879  -0.27
N2 -2.39658 2.73003 -1.70282  -0.25
C25 -3.41130 3.77854 -1.89839  -0.25
C26 -4.74175 3.29715 -2.49899  -0.06
C27 -2.15728 1.90724 -2.91329  -0.23
C28 -1.78085 2.71685 -4.16988  -0.06
H48 0.73326 3.10770 -0.38215  0.08
H49 0.44835 2.09056 -1.69962  0.07
H50 -0.32284 1.81184 -0.08109  0.05
H51 -1.47056 3.87492 -0.22021  0.10
H52 -0.95408 4.19624 -1.90430  0.12
H53 -3.67229 4.27643 -0.96453  0.11
H54 -2.98364 4.59759 -2.47664  0.11
H55 -5.55357 4.02124 -2.43002  0.09
H56 -4.63852 2.92768 -3.51924  0.06
H57 -4.98405 2.37902 -1.96378  0.06
H58 -3.01593 1.25799 -3.08442  0.12
H59 -1.35089 1.19311 -2.74642  0.08
H60 -1.39725 2.10626 -4.98728  0.07
H61 -0.87128 3.25495 -3.90296  0.07
H62 -2.54086 3.41352 -4.52360  0.07

Forces on atoms 1 to 6 (eV/Å):
-1.5 0.7 -1.0
-0.1 -0.1 -0.9
-2.5 0.8 -0.6
-2.2 -4.9 -2.1
-1.2 1.6 1.2
-0.9 1.6 1.4



Record 2
Computed, not measured: a single C24H26N4O2 molecule, with ωB97M-V/def2-TZVPD.

Values from the calculation:
HOMO energy: -7.973 eV
E_LUMO: 0.5 eV
SMILES: CN(CCNC(=O)c1cc2c(=O)n(C)c3ccccc3c2n1C)Cc1ccccc1

Each line ends with the natural charge from an NBO analysis.
Positions of all 56 atoms, in Å:
C1 -4.83792 -1.30941 1.34149  -0.42
N1 -4.01992 -1.30210 0.15126  -0.45
C2 -3.35624 -2.54997 -0.13539  -0.21
C3 -2.30655 -3.05708 0.88172  -0.26
N2 -1.10965 -2.25266 0.90996  -0.60
C4 -0.06552 -2.49244 0.08236  0.65
O1 -0.02285 -3.48324 -0.63377  -0.64
C5 0.98187 -1.45643 0.15041  0.03
C6 0.82928 -0.15163 0.57300  -0.23
C7 2.07838 0.47017 0.43270  -0.16
C8 2.43617 1.83383 0.72472  0.65
O2 1.66925 2.67214 1.16893  -0.63
N3 3.76413 2.13816 0.45165  -0.40
C9 4.16237 3.50665 0.71200  -0.43
C10 4.68878 1.22865 -0.02506  0.19
C11 6.01021 1.63487 -0.24565  -0.26
C12 6.96594 0.75532 -0.70459  -0.18
C13 6.63328 -0.56735 -0.95420  -0.24
C14 5.33986 -0.99291 -0.75160  -0.19
C15 4.34271 -0.12248 -0.29818  -0.05
C16 2.97248 -0.47964 -0.07046  0.16
N4 2.28729 -1.64052 -0.25047  -0.29
C17 2.79820 -2.88324 -0.76690  -0.43
C18 -3.20274 -0.10940 0.05660  -0.24
C19 -4.03307 1.09583 -0.31139  -0.05
C20 -5.10534 0.96434 -1.18439  -0.16
C21 -5.86150 2.06724 -1.53630  -0.22
C22 -5.54924 3.31639 -1.02565  -0.22
C23 -4.47793 3.45569 -0.16074  -0.21
C24 -3.72554 2.35016 0.19674  -0.21
H1 -5.46836 -0.42048 1.33501  0.21
H2 -4.25334 -1.30456 2.27530  0.16
H3 -5.47739 -2.19055 1.33401  0.20
H4 -4.13051 -3.31849 -0.21832  0.20
H5 -2.86647 -2.45730 -1.10833  0.21
H6 -2.73251 -3.09314 1.88615  0.20
H7 -2.00679 -4.06397 0.58097  0.23
H8 -1.11411 -1.40823 1.45645  0.40
H9 -0.05876 0.34500 0.90829  0.23
H10 4.51145 3.99189 -0.20041  0.20
H11 4.93790 3.55004 1.47802  0.20
H12 3.27431 4.02436 1.07473  0.26
H13 6.30340 2.65302 -0.05541  0.22
H14 7.97592 1.10157 -0.86394  0.22
H15 7.38121 -1.26162 -1.30505  0.22
H16 5.10512 -2.02377 -0.94460  0.21
H17 3.24534 -2.72810 -1.74981  0.21
H18 3.53741 -3.31064 -0.08593  0.20
H19 1.96671 -3.57818 -0.87406  0.27
H20 -2.66882 0.10807 0.99968  0.16
H21 -2.45343 -0.26589 -0.72656  0.22
H22 -5.34162 -0.01415 -1.57393  0.22
H23 -6.69612 1.95365 -2.21301  0.21
H24 -6.13904 4.17839 -1.30123  0.21
H25 -4.22772 4.42694 0.24035  0.21
H26 -2.88997 2.46720 0.87284  0.21

Forces on atoms 1 to 6 (eV/Å):
0.0 0.0 -0.1
0.1 0.1 0.0
0.3 -0.3 0.2
-0.4 -0.1 -0.4
-0.1 0.2 0.2
-0.2 -0.1 0.2



Record 3
Computed, not measured: a molecular structure, C41H39N5O5Re at a distorted geometry, with ωB97M-V/def2-TZVPD.

Values from the calculation:
multiplicity: 2
HOMO energy (alpha / beta): -12.443 / -12.438 eV
net charge: +2
E_LUMO (alpha / beta): -8.4 / -8.2 eV

Each line ends with the Löwdin spin population.
Positions of all 91 atoms, in Å:
Re1 -0.70258 0.86449 -0.10539  0.84
O1 -4.39932 1.56462 -5.87327  0.00
C1 -4.90296 0.96376 -4.93257  0.00
O2 -5.90525 0.32326 -4.64411  0.00
C2 -3.86687 0.99870 -3.63212  0.01
C3 -2.69052 1.73562 -3.72528  0.00
C4 -1.79522 1.68029 -2.68332  0.01
N1 -2.08177 0.94957 -1.56850  0.00
C5 -3.24189 0.24862 -1.46501  0.01
C6 -4.15368 0.25004 -2.49893  0.00
C7 -3.38977 -0.48836 -0.20400  0.00
C8 -4.54475 -1.17305 0.13330  0.00
C9 -4.62223 -1.81474 1.36055  0.00
C10 -3.53451 -1.75407 2.21499  0.00
C11 -2.40908 -1.05202 1.81999  0.01
N2 -2.32778 -0.42733 0.63945  0.01
C12 -0.46051 2.29162 -2.67950  0.00
C13 0.05308 3.02851 -3.73222  0.00
C14 1.36703 3.46797 -3.67662  0.00
C15 2.14306 3.13741 -2.57581  0.00
C16 1.56404 2.41609 -1.55042  0.01
N3 0.28657 2.02369 -1.58408  0.01
H1 -2.50917 2.30707 -4.62696  0.00
H2 -5.07542 -0.31690 -2.47033  0.00
H3 -5.38240 -1.19555 -0.54830  0.00
H4 -5.52201 -2.34511 1.64135  0.00
H5 -3.54962 -2.23757 3.18092  0.00
H6 -1.53992 -0.98978 2.45551  0.00
H7 -0.55816 3.25058 -4.59489  0.00
H8 1.78110 4.04922 -4.48926  0.00
H9 3.17920 3.43369 -2.50281  0.00
H10 2.13188 2.13390 -0.67347  0.00
C17 2.46964 -5.96385 -4.31406  0.00
C18 1.95512 -4.89784 -3.40576  0.00
C19 1.84923 -5.10979 -2.03077  0.00
C20 1.38042 -4.13556 -1.17724  0.00
C21 1.28416 -4.43935 0.29370  0.00
C22 0.99426 -2.87622 -1.72131  0.00
C23 0.51352 -1.90392 -0.81357  0.00
O3 0.15567 -0.73245 -1.12214  0.01
C24 1.09546 -2.64521 -3.13198  0.00
C25 0.69653 -1.34858 -3.77707  0.00
C26 1.57141 -3.65877 -3.93054  0.00
H11 2.74106 -6.86473 -3.76972  0.00
H12 3.34429 -5.60362 -4.85865  0.00
H13 1.71447 -6.21729 -5.06057  0.00
H14 2.14397 -6.06868 -1.62325  0.00
H15 1.73045 -5.40779 0.50359  0.00
H16 0.24194 -4.47890 0.61768  0.00
H17 1.79834 -3.69471 0.90281  0.00
H18 0.45770 -2.18935 0.23730  0.00
H19 1.27773 -0.51718 -3.37390  0.00
H20 -0.35849 -1.13263 -3.59794  0.00
H21 0.85830 -1.39701 -4.85173  0.00
H22 1.64967 -3.49864 -4.99923  0.00
C27 4.58719 0.62689 6.47081  0.00
C28 3.67132 0.48617 5.29305  0.00
C29 2.30469 0.72651 5.41596  0.00
C30 1.44599 0.60638 4.33572  0.00
C31 -0.03483 0.84400 4.48633  0.00
C32 1.98415 0.24162 3.09665  0.00
C33 3.34419 -0.03452 2.94501  0.00
C34 3.88366 -0.50222 1.61864  0.00
C35 4.16806 0.09483 4.05114  0.00
C36 1.06164 0.19606 1.93230  0.01
O4 0.35230 -0.77031 1.63104  0.00
O5 0.98166 1.24098 1.17317  0.03
H23 4.12817 1.20915 7.26700  0.00
H24 5.52715 1.09672 6.18295  0.00
H25 4.83497 -0.35652 6.87677  0.00
H26 1.90243 1.01651 6.37984  0.00
H27 -0.25854 1.31424 5.44136  0.00
H28 -0.57112 -0.10737 4.44633  0.00
H29 -0.42266 1.48383 3.68704  0.00
H30 3.39682 0.01083 0.78602  0.00
H31 3.70355 -1.57406 1.50410  0.00
H32 4.95707 -0.33889 1.55025  0.00
H33 5.22745 -0.11162 3.94845  0.00
N4 0.33883 3.84767 0.94936  0.01
C37 -1.00009 3.75429 1.10760  0.01
C38 -1.74073 4.90014 1.45367  0.00
C39 -3.07740 4.80317 1.72054  0.01
C40 -3.68800 3.54138 1.65098  0.00
C41 -2.93730 2.47515 1.26017  0.00
N5 -1.61498 2.54908 0.93259  0.00
H34 0.75750 4.72948 1.19811  0.00
H35 0.88087 3.02717 1.18667  0.00
H36 -1.21601 5.84280 1.53068  0.00
H37 -3.64774 5.67568 2.00865  0.00
H38 -4.73283 3.40614 1.88679  0.00
H39 -3.40286 1.50642 1.18972  0.00

Forces on atoms 1 to 6 (eV/Å):
0.9 -2.1 2.1
-0.3 0.0 -0.2
0.8 0.0 1.1
-0.1 0.1 -0.3
-0.8 0.0 -1.0
0.4 0.0 0.5